A molecular structure, CHOS3 in a non-equilibrium geometry, computed with ωB97M-V with the def2-TZVPD basis set.

## Properties
highest occupied orbital energy	-2.28	eV

Structure (ORCA input):
```
! wB97M-V def2-TZVPD RIJCOSX def2/J DEFGRID3
* xyz -1 1
C 3.062 -0.410 0.752
O 3.057 -1.318 1.470
S 2.822 0.921 -0.028
S -1.156 1.070 0.481
S 0.349 2.271 -0.179
H -1.610 0.470 -0.754
*
```

Need the natural (NBO) charges? In units of e they are: 0.3414, -0.5409, 0.0799, -0.2592, -0.7013, 0.0802

A molecular structure, C8H46B2O39 in a non-equilibrium geometry, computed with ωB97M-V with the def2-TZVPD basis set.

## Properties
highest occupied orbital energy	-5.16	eV

Structure (ORCA input):
```
! wB97M-V def2-TZVPD RIJCOSX def2/J DEFGRID3
* xyz -2 1
O 0.975 5.684 13.660
C 0.327 4.774 14.121
O 0.563 3.626 13.790
B -0.179 2.756 14.719
O -0.601 3.690 15.762
C -0.451 4.826 15.304
O -0.939 5.862 15.699
O 0.736 1.761 15.300
C 0.212 0.649 15.107
O 0.807 -0.410 15.283
C -1.034 0.816 14.437
O -1.271 1.974 14.124
O -1.753 -0.108 14.084
O -3.705 -0.826 9.444
C -2.915 -0.123 10.010
O -2.787 1.091 9.796
B -1.753 1.567 10.670
O -1.144 0.353 11.277
C -1.908 -0.561 10.905
O -1.497 -1.736 10.954
O -0.693 2.310 9.998
C -0.586 3.414 10.513
O 0.470 4.061 10.430
C -1.607 3.597 11.473
O -2.187 2.506 11.701
O -1.728 4.592 12.180
O -0.295 8.417 14.526
H 0.289 7.829 14.988
H -0.956 7.871 14.061
O 0.593 -2.825 13.404
H 0.955 -2.225 12.774
H 0.014 -2.348 13.982
O -2.159 4.563 18.275
H -2.720 5.291 18.219
H -2.612 3.916 17.710
O -3.342 6.660 16.141
H -2.452 6.305 15.977
H -3.304 7.498 15.756
O 0.135 6.231 18.584
H -0.615 5.678 18.349
H -0.113 6.428 19.486
O 4.021 6.074 14.634
H 4.023 6.628 13.879
H 3.325 6.404 15.203
O -4.250 1.551 13.620
H -4.487 2.453 13.858
H -3.328 1.528 13.312
O -1.002 8.422 17.285
H -0.458 7.690 17.603
H -1.172 8.197 16.382
O 2.356 2.253 11.907
H 3.101 2.347 11.257
H 1.754 2.959 11.672
O 2.539 0.490 17.306
H 2.057 1.259 17.631
H 2.342 0.462 16.379
O 3.395 0.521 14.106
H 2.518 0.508 13.737
H 3.613 1.484 14.203
O -4.723 -0.570 15.433
H -4.632 0.225 14.929
H -3.925 -0.513 15.998
O 3.244 -2.205 13.924
H 3.388 -1.279 14.062
H 2.267 -2.259 13.827
O 1.042 2.549 18.250
H 1.546 3.170 17.697
H 0.160 2.484 17.837
O -3.140 -2.472 13.280
H -2.599 -1.886 13.797
H -2.708 -3.341 13.283
O 2.922 5.102 12.082
H 2.877 5.703 11.339
H 2.338 5.437 12.790
O 2.180 -2.507 16.737
H 1.557 -1.934 16.256
H 3.080 -2.192 16.688
O 0.427 7.746 11.891
H 0.448 6.840 12.219
H 0.651 8.339 12.609
O -1.355 1.587 17.702
H -1.639 0.655 17.596
H -2.001 2.051 17.145
O 3.403 3.158 14.345
H 2.934 3.068 13.480
H 3.906 3.959 14.304
O -3.362 4.292 14.173
H -3.054 4.048 13.297
H -3.635 5.195 14.070
O -3.362 2.918 16.521
H -4.229 2.553 16.558
H -3.372 3.503 15.746
O 1.646 7.332 16.387
H 1.591 6.642 17.059
H 1.869 8.090 16.885
*
```

Atomic partial charges in e from the Löwdin method, atoms 1 to 8: 0.1187, -0.4532, 0.3251, -0.8075, 0.3217, -0.4165, 0.1215, 0.2963

2 unconnected molecules or ions with the total composition C4H12 in a non-equilibrium geometry, computed with ωB97M-V with the def2-TZVPD basis set.

## Properties
structure (SMILES)	CC.CC
highest occupied orbital energy	-11.52	eV

Structure (ORCA input):
```
! wB97M-V def2-TZVPD RIJCOSX def2/J DEFGRID3
* xyz 0 1
C 0.822 1.641 -0.608
C -0.379 1.333 -1.529
H 1.272 2.583 -0.915
H 0.463 1.784 0.409
H 1.539 0.834 -0.650
H -0.680 2.293 -1.946
H -0.287 0.544 -2.276
H -1.290 1.081 -0.967
C -0.673 -1.893 0.613
C 0.246 -1.067 1.545
H -1.594 -1.327 0.491
H -0.261 -1.929 -0.397
H -0.859 -2.899 0.963
H -0.085 -0.104 1.916
H 0.576 -1.678 2.380
H 1.161 -0.846 0.990
*
```

Atomic partial charges in e from the natural (NBO) method, atoms 1 to 8: -0.6102, -0.6203, 0.2043, 0.2057, 0.2050, 0.2051, 0.2096, 0.2010

A molecular structure, C24H18BrN6O13V in a non-equilibrium geometry, computed with ωB97M-V with the def2-TZVPD basis set.

## Properties
expectation value of S²	0.76
highest occupied orbital energy (spin up / spin down)	-10.56 / -10.57	eV

Structure (ORCA input):
```
! wB97M-V def2-TZVPD RIJCOSX def2/J DEFGRID3
* xyz 1 2
V -0.139 -0.628 -0.423
O -2.256 -0.558 2.842
C -1.325 -0.789 2.162
O -1.415 -1.086 0.828
C 0.039 -0.972 2.793
C 0.062 -0.999 4.172
C 1.235 -1.356 4.819
C 2.367 -1.743 4.168
C 2.305 -1.633 2.785
C 1.202 -1.200 2.048
O 1.257 -1.093 0.734
N 3.557 -2.034 2.105
O 4.035 -1.341 1.201
O 4.116 -3.009 2.577
N 1.296 -1.345 6.338
O 2.330 -1.731 6.841
O 0.327 -0.968 6.950
H -0.829 -0.788 4.727
H 3.247 -2.028 4.666
O -0.952 -5.751 -3.997
C -1.001 -4.665 -3.223
C -1.277 -3.378 -3.629
C -1.108 -2.382 -2.683
N -0.722 -2.557 -1.419
C -0.614 -3.827 -1.012
Br -0.117 -4.300 0.802
C -0.668 -4.893 -1.890
H -1.246 -5.507 -4.854
H -1.459 -3.160 -4.658
H -1.324 -1.358 -3.000
H -0.413 -5.888 -1.502
O 0.095 1.967 1.708
C -0.678 1.960 0.792
O -0.460 1.060 -0.229
C -1.886 2.820 0.624
C -2.840 2.546 -0.301
C -4.008 3.304 -0.401
C -4.132 4.324 0.525
O -5.139 5.159 0.646
C -4.783 6.066 1.718
O -3.510 5.738 2.167
C -3.120 4.651 1.441
C -2.013 3.853 1.584
H -2.749 1.722 -0.961
H -4.789 3.122 -1.158
H -5.597 5.927 2.454
H -4.829 7.104 1.388
H -1.215 3.994 2.298
C 4.179 0.901 -3.907
N 2.914 0.851 -3.197
C 1.651 1.031 -3.915
C 0.667 0.399 -2.938
O -0.541 0.467 -2.943
N 1.368 -0.168 -1.864
C 2.686 0.085 -2.102
N 3.641 -0.452 -1.359
H 4.045 1.427 -4.895
H 4.406 -0.114 -4.240
H 4.935 1.468 -3.410
H 1.729 0.495 -4.896
H 1.386 2.088 -4.095
H 3.471 -0.723 -0.384
H 4.607 -0.105 -1.415
*
```

Atomic partial charges in e from the natural (NBO) method, atoms 1 to 8: 1.6872, -0.5105, 0.7840, -0.6665, -0.2272, -0.1019, 0.0150, -0.1368

These records have total energy values of -35607.72823; -90262.55059; -4342.08694; -156459.35225 eV, in the order they appear.
These records have energy relative to the best compared isomer or geometry (same formula, charge and spin) values of 0.0; 0.0; 42.6; 0.5 kJ/mol, in the order they appear.